No. 1
17
Properties=species:S:1:pos:R:3 method="wB97M-V/def2-TZVPD" e_homo_ev=-9.202 smiles=CC1(N)[C@@H]2OCO[C@H]21 gap_ev=10.105 multiplicity=1 de_lowest_ev=7.173 total_energy_ev=-10909.403 fmax_ev_per_a=5.69
C -1.7700 -1.1735 0.0379
C -0.8320 0.1040 0.1041
N -1.6676 1.1900 -0.2167
C 0.4469 0.2477 -0.6256
O 1.6553 -0.4338 -1.1371
C 2.4955 0.0838 -0.0987
O 1.7316 0.2327 1.2315
C 0.4521 -0.1277 0.7660
H -2.3702 -1.1657 -0.8826
H -1.2203 -2.1114 0.3328
H -2.5759 -0.8862 0.8994
H -1.1493 2.1273 -0.1847
H -2.6508 1.2422 0.1965
H 0.6400 1.3618 -0.7397
H 2.8842 1.1077 -0.2453
H 3.5420 -0.6202 -0.1740
H 0.3887 -1.1787 0.7361

***

No. 2
18
Properties=species:S:1:pos:R:3 method="wB97M-V/def2-TZVPD" charge=+1 e_homo_ev=-11.746 gap_ev=7.503 multiplicity=1 de_lowest_ev=4.281 total_energy_ev=-22313.033 fmax_ev_per_a=4.26
C -1.6583 1.1428 -0.7864
C 1.8182 -0.7042 0.8968
C -1.5969 -1.2298 0.0173
C -1.5330 2.2052 0.3124
C 3.2432 -0.3458 -1.0064
N -1.4568 -0.1139 -0.5532
N 2.6094 -0.4018 0.0468
N -0.6438 -2.1210 0.2583
Cl 1.8046 -0.2630 2.4723
H -2.0868 1.4010 -1.8451
H -1.8851 3.2516 -0.0712
H -2.0418 2.0244 1.2774
H -0.4426 2.2159 0.6816
H 2.9559 0.1157 -1.8561
H -2.6616 -1.4266 0.1944
H 4.1725 -0.9441 -1.0308
H -0.8918 -2.9257 0.7578
H 0.2950 -1.8806 0.2342

***

No. 3
81
Properties=species:S:1:pos:R:3 method="wB97M-V/def2-TZVPD" charge=+2 e_homo_ev="-11.621 / -13.098" gap_ev="6.514 / 3.648" multiplicity=4 total_energy_ev=-81151.084 fmax_ev_per_a=4.81 s2=3.827
O 4.0369 -0.5558 6.5328
C 3.7924 -0.5575 5.3957
Cr 3.2414 -0.9624 3.6051
C 1.7560 -1.7003 4.4982
O 0.9865 -2.2371 5.1919
C 4.0638 -2.6248 4.0703
O 4.4461 -3.6030 4.5752
C 4.6455 0.0424 2.2820
C 3.8256 0.9800 2.9204
C 2.4286 0.8448 2.8603
C 1.8244 -0.1338 2.0343
C 0.3908 -0.2260 1.8987
C -0.8007 -0.4159 2.1503
C -2.0903 -0.7305 2.5864
C -2.3664 -2.1583 2.8159
C -1.4522 -3.1301 2.3094
C -1.5644 -4.4865 2.6076
C -2.6160 -4.9586 3.4049
C -3.5590 -4.0442 3.8773
C -3.4656 -2.6927 3.5376
C -2.9070 0.4011 2.9967
C -2.4988 1.7032 2.5905
C -3.1997 2.8509 2.9557
C -4.3490 2.7503 3.7455
C -4.7773 1.4894 4.1627
C -4.0648 0.3455 3.8070
C 2.6666 -1.1740 1.5780
C 4.0650 -1.0452 1.6200
H 5.7286 0.1404 2.3364
H 4.2552 1.8029 3.4911
H 1.7739 1.5122 3.4291
H -0.6160 -2.8034 1.6971
H -0.8261 -5.1884 2.2113
H -2.7381 -6.0223 3.5983
H -4.3927 -4.3702 4.5031
H -4.2797 -2.0642 3.8681
H -1.5899 1.8123 1.9985
H -2.8372 3.8233 2.6168
H -4.9259 3.6398 3.9990
H -5.6672 1.3788 4.7820
H -4.4082 -0.5881 4.2302
H 2.1952 -2.0649 1.1540
H 4.6795 -1.8130 1.1495
O -4.8023 3.4839 -2.2963
C -3.6792 4.1131 -1.6968
C -3.2239 5.1246 -2.7614
C -4.2237 5.7451 -3.5065
C -3.8863 6.6666 -4.5068
C -2.5437 6.9985 -4.7280
C -1.5412 6.4023 -3.9548
C -1.8794 5.4564 -2.9729
C -4.0992 4.8344 -0.4000
C -5.1588 4.3503 0.3624
C -5.5062 5.0034 1.5474
C -4.8201 6.1499 1.9542
C -3.7651 6.6369 1.1795
C -3.4107 5.9872 -0.0056
C -2.6058 3.0518 -1.3658
C -2.1336 2.2629 -2.6198
C -1.9127 0.8287 -2.1266
C -2.5751 0.7445 -0.7397
N -3.1290 2.0495 -0.4823
H -5.0046 2.6804 -1.7797
H -5.2695 5.4980 -3.3180
H -4.6863 7.1279 -5.0891
H -2.2778 7.7230 -5.5023
H -0.4888 6.6708 -4.0895
H -1.1043 4.9852 -2.3601
H -5.7157 3.4633 0.0486
H -6.3169 4.5930 2.1472
H -5.0908 6.6488 2.8848
H -3.2054 7.5216 1.4801
H -2.5916 6.3567 -0.6272
H -1.7769 3.5836 -0.8509
H -2.9332 2.2674 -3.3795
H -1.2535 2.7418 -3.0646
H -2.3650 0.1131 -2.8202
H -0.8511 0.5894 -2.0388
H -3.3654 -0.0174 -0.7691
H -1.8898 0.4477 0.0677
H -3.2080 2.3210 0.4924